Entry from the Open Molecules 2025 dataset: a cluster of 2 separate species, C4H12 in total in a non-equilibrium geometry (ωB97M-V/def2-TZVPD).

Last column: natural (NBO) charge in e.
Atoms and positions in Å:
1 C 2.00 0.08 1.21  -0.61
2 C 2.20 0.36 -0.31  -0.61
3 H 2.49 0.83 1.79  0.21
4 H 0.93 -0.03 1.40  0.20
5 H 2.37 -0.92 1.46  0.20
6 H 2.50 -0.57 -0.81  0.20
7 H 1.24 0.64 -0.77  0.20
8 H 2.96 1.14 -0.45  0.21
9 C -2.33 -0.88 -0.67  -0.61
10 C -1.86 0.50 -0.20  -0.61
11 H -2.95 -0.86 -1.57  0.21
12 H -1.47 -1.51 -0.90  0.20
13 H -2.83 -1.41 0.13  0.20
14 H -1.03 0.91 -0.80  0.20
15 H -1.59 0.47 0.85  0.21
16 H -2.64 1.25 -0.35  0.20

Kohn-Sham gap: 12.769 eV
Strongest force on any atom: 1.41 eV Å⁻¹
SMILES: CC.CC
LUMO energy: 1.18 eV
HOMO energy: -11.59 eV
Energy above the lowest of the compared OMol25 structures with the same formula, charge and spin: 26.8 kJ/mol

---

Entry from the Open Molecules 2025 dataset: a cluster of 2 separate species, C4H12 in total in a non-equilibrium geometry (ωB97M-V/def2-TZVPD).

Last column: natural (NBO) charge in e.
Atoms and positions in Å:
1 C -0.31 -2.12 0.68  -0.61
2 C 1.10 -2.30 1.20  -0.61
3 H -0.95 -1.62 1.42  0.20
4 H -0.39 -1.49 -0.21  0.20
5 H -0.79 -3.05 0.42  0.20
6 H 1.70 -1.39 1.13  0.20
7 H 1.06 -2.62 2.24  0.20
8 H 1.59 -3.09 0.62  0.20
9 C -0.19 2.62 -0.32  -0.62
10 C -0.58 1.79 -1.55  -0.62
11 H -0.05 3.68 -0.54  0.21
12 H -0.90 2.48 0.49  0.21
13 H 0.79 2.32 0.07  0.20
14 H -1.45 1.15 -1.36  0.21
15 H 0.26 1.20 -1.91  0.21
16 H -0.90 2.43 -2.37  0.20

Kohn-Sham gap: 12.878 eV
Strongest force on any atom: 1.01 eV Å⁻¹
SMILES: CC.CC
LUMO energy: 1.12 eV
HOMO energy: -11.76 eV
Energy above the lowest of the compared OMol25 structures with the same formula, charge and spin: 18.3 kJ/mol

---

Entry from the Open Molecules 2025 dataset: a cluster of 2 separate species, C4H12 in total in a non-equilibrium geometry (ωB97M-V/def2-TZVPD).

Last column: natural (NBO) charge in e.
Atoms and positions in Å:
1 C 1.52 0.03 0.31  -0.62
2 C 2.67 0.48 1.22  -0.63
3 H 1.72 0.35 -0.72  0.20
4 H 1.50 -1.06 0.28  0.21
5 H 0.57 0.51 0.49  0.21
6 H 3.49 -0.18 1.49  0.21
7 H 2.28 1.00 2.09  0.21
8 H 3.26 1.26 0.72  0.20
9 C -2.26 0.42 -1.02  -0.61
10 C -2.05 -0.97 -0.46  -0.62
11 H -1.36 0.71 -1.58  0.20
12 H -3.08 0.49 -1.73  0.21
13 H -2.33 1.18 -0.24  0.21
14 H -1.38 -0.99 0.40  0.21
15 H -1.69 -1.68 -1.21  0.20
16 H -2.87 -1.55 -0.03  0.21

Kohn-Sham gap: 12.501 eV
Strongest force on any atom: 1.89 eV Å⁻¹
SMILES: CC.CC
LUMO energy: 1.15 eV
HOMO energy: -11.35 eV
Energy above the lowest of the compared OMol25 structures with the same formula, charge and spin: 48.3 kJ/mol

---

Entry from the Open Molecules 2025 dataset: a cluster of 2 separate species, C4H12 in total in a non-equilibrium geometry (ωB97M-V/def2-TZVPD).

Last column: natural (NBO) charge in e.
Atoms and positions in Å:
1 C 0.72 -1.69 -0.05  -0.61
2 C 1.33 -2.05 1.33  -0.61
3 H 0.00 -2.47 -0.30  0.20
4 H 0.20 -0.74 0.04  0.20
5 H 1.46 -1.66 -0.85  0.20
6 H 0.86 -1.47 2.12  0.20
7 H 2.39 -1.83 1.36  0.20
8 H 1.23 -3.12 1.55  0.20
9 C -1.70 1.50 -0.56  -0.61
10 C -0.35 2.25 -0.69  -0.61
11 H -1.71 1.07 0.45  0.20
12 H -2.53 2.20 -0.67  0.20
13 H -1.87 0.77 -1.35  0.21
14 H -0.37 3.27 -0.32  0.21
15 H -0.14 2.33 -1.77  0.20
16 H 0.47 1.66 -0.30  0.20

Kohn-Sham gap: 12.941 eV
Strongest force on any atom: 1.91 eV Å⁻¹
SMILES: CC.CC
LUMO energy: 1.15 eV
HOMO energy: -11.80 eV
Energy above the lowest of the compared OMol25 structures with the same formula, charge and spin: 24.0 kJ/mol

---

Entry from the Open Molecules 2025 dataset: a cluster of 2 separate species, C4H12 in total in a non-equilibrium geometry (ωB97M-V/def2-TZVPD).

Last column: natural (NBO) charge in e.
Atoms and positions in Å:
1 C -1.65 -0.38 -2.33  -0.59
2 C -1.16 -1.41 -1.26  -0.60
3 H -2.50 -0.68 -2.81  0.20
4 H -1.85 0.49 -1.55  0.20
5 H -0.84 -0.28 -2.94  0.20
6 H -0.58 -1.02 -0.46  0.20
7 H -0.58 -2.17 -1.69  0.19
8 H -2.04 -2.04 -0.99  0.20
9 C 0.85 0.48 1.85  -0.60
10 C 1.94 1.42 1.74  -0.64
11 H 1.11 -0.41 2.58  0.21
12 H -0.09 0.80 2.21  0.21
13 H 0.58 -0.05 0.78  0.19
14 H 1.59 2.49 1.68  0.21
15 H 2.80 1.33 2.42  0.21
16 H 2.43 1.42 0.79  0.21

Kohn-Sham gap: 12.199 eV
Strongest force on any atom: 6.49 eV Å⁻¹
SMILES: CC.CC
LUMO energy: 1.08 eV
HOMO energy: -11.12 eV
Energy above the lowest of the compared OMol25 structures with the same formula, charge and spin: 154.5 kJ/mol

---

Entry from the Open Molecules 2025 dataset: a cluster of 2 separate species, C4H12 in total in a non-equilibrium geometry (ωB97M-V/def2-TZVPD).

Last column: natural (NBO) charge in e.
Atoms and positions in Å:
1 C -0.28 1.20 1.59  -0.61
2 C -0.39 0.71 3.05  -0.60
3 H -0.27 2.23 1.57  0.20
4 H 0.76 0.91 1.35  0.20
5 H -0.99 0.68 0.95  0.21
6 H 0.26 -0.20 3.38  0.20
7 H -1.46 0.49 3.38  0.20
8 H -0.17 1.54 3.61  0.20
9 C 0.71 -1.18 -1.72  -0.62
10 C -0.06 -0.66 -2.94  -0.62
11 H 1.54 -0.51 -1.69  0.21
12 H 0.15 -1.41 -0.71  0.21
13 H 1.22 -2.08 -1.97  0.20
14 H -0.87 0.07 -2.78  0.21
15 H 0.60 -0.33 -3.77  0.21
16 H -0.75 -1.45 -3.30  0.20

Kohn-Sham gap: 12.357 eV
Strongest force on any atom: 3.96 eV Å⁻¹
SMILES: CC.CC
LUMO energy: 1.15 eV
HOMO energy: -11.21 eV
Energy above the lowest of the compared OMol25 structures with the same formula, charge and spin: 105.6 kJ/mol

---

Entry from the Open Molecules 2025 dataset: a cluster of 2 separate species, C4H12 in total in a non-equilibrium geometry (ωB97M-V/def2-TZVPD).

Last column: natural (NBO) charge in e.
Atoms and positions in Å:
1 C 1.57 -0.73 1.58  -0.60
2 C 1.99 0.68 2.01  -0.59
3 H 0.54 -0.80 1.85  0.20
4 H 1.88 -0.93 0.49  0.20
5 H 2.19 -1.31 2.15  0.20
6 H 2.08 0.78 3.09  0.19
7 H 1.16 1.21 1.64  0.19
8 H 2.82 1.06 1.63  0.20
9 C -1.77 0.85 -1.92  -0.59
10 C -1.85 -0.72 -1.76  -0.63
11 H -1.71 1.04 -3.04  0.21
12 H -2.31 1.39 -1.37  0.19
13 H -0.83 1.05 -1.36  0.20
14 H -2.74 -1.28 -1.94  0.20
15 H -1.07 -1.26 -2.42  0.21
16 H -1.93 -1.04 -0.62  0.20

Kohn-Sham gap: 12.115 eV
Strongest force on any atom: 10.36 eV Å⁻¹
SMILES: CC.CC
LUMO energy: 1.04 eV
HOMO energy: -11.07 eV
Energy above the lowest of the compared OMol25 structures with the same formula, charge and spin: 223.5 kJ/mol

---

Entry from the Open Molecules 2025 dataset: a cluster of 2 separate species, C4H12 in total in a non-equilibrium geometry (ωB97M-V/def2-TZVPD).

Last column: natural (NBO) charge in e.
Atoms and positions in Å:
1 C 0.13 1.24 0.86  -0.62
2 C -1.25 1.71 1.29  -0.61
3 H 0.34 0.28 1.27  0.20
4 H 0.41 1.29 -0.23  0.22
5 H 0.93 2.01 1.08  0.20
6 H -1.43 1.52 2.32  0.21
7 H -2.04 0.96 0.83  0.19
8 H -1.41 2.75 0.97  0.21
9 C 0.69 -0.95 -1.59  -0.63
10 C 0.45 -1.99 -0.49  -0.61
11 H -0.19 -0.24 -1.54  0.21
12 H 1.67 -0.53 -1.65  0.21
13 H 0.30 -1.25 -2.56  0.21
14 H 0.55 -1.56 0.49  0.20
15 H 1.28 -2.70 -0.46  0.20
16 H -0.45 -2.55 -0.59  0.21

Kohn-Sham gap: 11.772 eV
Strongest force on any atom: 3.58 eV Å⁻¹
SMILES: CC.CC
LUMO energy: 1.17 eV
HOMO energy: -10.60 eV
Energy above the lowest of the compared OMol25 structures with the same formula, charge and spin: 105.7 kJ/mol

---

Entry from the Open Molecules 2025 dataset: a cluster of 2 separate species, C4H12 in total in a non-equilibrium geometry (ωB97M-V/def2-TZVPD).

Last column: natural (NBO) charge in e.
Atoms and positions in Å:
1 C 1.13 2.09 -0.04  -0.61
2 C 0.53 2.80 -1.33  -0.62
3 H 1.97 2.72 0.29  0.20
4 H 0.44 2.16 0.80  0.20
5 H 1.45 1.06 -0.17  0.21
6 H -0.47 3.15 -1.13  0.21
7 H 1.24 3.61 -1.50  0.20
8 H 0.67 2.17 -2.21  0.21
9 C -0.78 -1.89 0.24  -0.62
10 C -0.99 -3.09 1.14  -0.62
11 H -1.71 -1.59 -0.28  0.20
12 H -0.47 -0.96 0.70  0.21
13 H -0.02 -2.00 -0.54  0.20
14 H -0.46 -2.99 2.09  0.21
15 H -0.50 -3.97 0.70  0.21
16 H -2.05 -3.28 1.25  0.21

Kohn-Sham gap: 12.698 eV
Strongest force on any atom: 2.08 eV Å⁻¹
SMILES: CC.CC
LUMO energy: 1.14 eV
HOMO energy: -11.56 eV
Energy above the lowest of the compared OMol25 structures with the same formula, charge and spin: 48.9 kJ/mol

---

Entry from the Open Molecules 2025 dataset: a cluster of 2 separate species, C4H12 in total in a non-equilibrium geometry (ωB97M-V/def2-TZVPD).

Last column: Löwdin spin population.
Atoms and positions in Å:
1 C -0.22 -1.73 1.12  0.20
2 C -0.72 -1.18 2.47  0.15
3 H -0.98 -1.45 0.35  0.08
4 H 0.71 -1.27 0.81  0.04
5 H -0.04 -2.83 1.17  0.00
6 H 0.07 -1.37 3.18  0.07
7 H -1.56 -1.73 2.81  0.02
8 H -0.85 -0.10 2.38  0.00
9 C 0.34 0.93 -1.24  0.14
10 C 0.55 2.01 -2.31  0.12
11 H 1.26 0.76 -0.70  0.05
12 H -0.43 1.24 -0.57  0.01
13 H 0.10 -0.02 -1.67  0.04
14 H -0.34 2.03 -2.89  0.05
15 H 1.43 1.72 -2.95  0.00
16 H 0.69 2.98 -1.96  0.02

Kohn-Sham gap (spin up / spin down): 14.186 / 3.379 eV
Strongest force on any atom: 3.75 eV Å⁻¹
LUMO energy (spin up / spin down): -2.86 / -12.07 eV
2S+1: 2
HOMO energy (spin up / spin down): -17.05 / -15.44 eV
Charge: +1
Energy above the lowest of the compared OMol25 structures with the same formula, charge and spin: 85.9 kJ/mol